# C22H29FeN8O4S

A structure of composition C22H29FeN8O4S in a non-equilibrium geometry (the ωB97M-V functional and the def2-TZVPD basis, the OMol25 dataset).

## Properties
Charge ... -1
Spin multiplicity ... 1
Calculated total energy ... -3256.80408 a.u.

Each line ends with the Löwdin charge.
Geometry (Å):
Fe: 0.753 -0.153 -1.336  0.47
N: 2.841 -0.144 -1.375  -0.02
C: 3.187 1.292 -1.417  -0.14
C: 2.377 1.844 -2.595  -0.55
O: 2.912 2.546 -3.460  -0.02
N: 1.144 1.331 -2.582  -0.04
C: 0.509 1.098 -3.859  -0.13
C: 0.433 -0.431 -4.092  -0.65
O: 0.090 -0.868 -5.187  -0.01
O: 0.730 -1.156 -3.063  -0.13
H: 3.048 -0.576 -2.271  0.10
H: 3.315 -0.650 -0.631  0.01
H: 2.874 1.742 -0.477  0.08
H: 4.251 1.481 -1.576  0.11
H: -0.514 1.491 -3.895  0.11
H: 1.058 1.560 -4.682  0.11
N: 3.051 1.215 2.689  0.03
C: 2.199 0.589 1.785  -0.91
S: 2.386 -1.104 1.634  0.60
N: 1.345 1.427 1.266  -0.01
N: 0.502 1.032 0.283  0.03
C: -0.656 1.618 0.310  -0.17
C: -1.065 2.587 1.358  -0.18
C: -2.118 2.284 2.215  -0.04
C: -2.525 3.192 3.183  -0.09
C: -1.888 4.418 3.293  -0.10
C: -0.838 4.728 2.437  -0.08
C: -0.424 3.817 1.481  -0.03
C: -1.619 1.241 -0.732  -0.17
C: -2.880 1.826 -0.858  0.00
C: -3.747 1.338 -1.819  -0.07
C: -3.343 0.283 -2.623  -0.04
C: -2.061 -0.217 -2.466  -0.09
N: -1.219 0.265 -1.562  0.06
H: 3.897 0.707 2.879  0.05
H: 3.135 2.212 2.566  0.08
H: -2.614 1.324 2.128  0.11
H: -3.339 2.939 3.851  0.10
H: -2.207 5.132 4.042  0.09
H: -0.335 5.684 2.520  0.10
H: 0.406 4.043 0.825  0.12
H: -3.166 2.645 -0.214  0.11
H: -4.730 1.777 -1.937  0.10
H: -3.993 -0.137 -3.377  0.10
H: -1.678 -1.013 -3.092  0.12
C: -1.335 -4.068 2.157  -0.07
N: -0.657 -2.829 1.828  -0.16
C: -1.317 -1.641 2.330  -0.07
C: -0.098 -2.685 0.566  -0.55
O: -0.405 -1.723 -0.141  0.00
N: 0.743 -3.675 0.161  -0.14
C: 1.280 -3.599 -1.184  -0.04
C: 1.579 -4.392 1.106  -0.09
H: -2.391 -4.036 1.854  0.09
H: -1.295 -4.240 3.236  0.09
H: -0.866 -4.909 1.656  0.07
H: -1.518 -1.784 3.393  0.09
H: -2.261 -1.438 1.809  0.09
H: -0.653 -0.787 2.209  0.07
H: 0.612 -3.055 -1.845  0.07
H: 1.430 -4.612 -1.563  0.09
H: 2.242 -3.073 -1.180  0.09
H: 1.335 -4.103 2.123  0.08
H: 2.626 -4.132 0.929  0.08
H: 1.464 -5.475 0.989  0.08